[1]
ORCA calculation (wB97M-V/def2-TZVPD) on 8 unconnected molecules or ions with the total composition C15H33NO31PS8 at a distorted geometry.

Properties
DFT total energy   -6505.2258 Eh
Net charge   -1
E_LUMO   1.08 eV
M   1010.9 g/mol
HOMO-LUMO gap   3.889 eV
E_HOMO   -2.81 eV
Spin multiplicity   1

XYZ file:
```
89
C15H33NO31PS8 (wB97M-V/def2-TZVPD)
H -5.070 -1.588 1.771
O 3.152 1.872 0.366
O -8.388 -0.150 -1.994
S 0.614 -3.077 0.548
H 1.885 3.245 -2.546
S 8.095 4.774 1.092
H -13.585 0.808 0.847
O -14.019 2.657 -1.853
H -5.680 -0.199 -0.904
O 13.391 3.318 -0.681
O 4.271 -4.476 3.407
O 0.163 -3.860 -0.579
H 10.315 2.718 -1.697
H 0.151 -5.325 2.430
S 13.570 1.795 -1.236
N -0.626 1.355 -0.115
C 6.333 -6.784 2.367
S -3.965 1.081 1.085
H -4.611 -2.135 0.134
O 1.994 -3.735 1.115
O 6.497 4.644 0.795
S -12.423 2.888 -1.614
H 7.129 -7.524 2.470
C 0.378 2.503 -0.349
S -8.208 -1.673 -2.548
H -9.584 0.766 -3.382
O 8.695 5.527 0.014
H 7.449 1.558 0.142
O -11.699 2.229 -2.676
C 11.202 2.573 -1.075
H 11.760 4.571 -0.371
O -3.583 -0.491 0.881
C 12.106 3.803 -1.067
O -7.468 -1.618 -3.789
H 5.365 -7.294 2.321
H -11.464 -0.750 -3.009
C -9.672 0.335 -2.379
S -1.324 1.132 -1.735
H -15.541 1.834 -0.702
O -12.280 1.992 -0.259
O 14.310 1.850 -2.477
C -13.581 1.732 0.264
H -10.019 1.103 -1.683
H 5.218 3.055 0.386
H 0.054 -4.126 3.750
H -14.403 0.682 -1.455
O -12.217 4.275 -1.262
O -0.329 -3.423 1.832
C -4.779 -1.260 0.768
H 1.519 -0.243 -0.208
H 6.990 2.106 1.779
O 6.584 -3.425 3.409
O 2.647 2.635 -2.281
H 0.427 3.257 0.547
O 0.788 -1.642 0.491
H -0.329 0.612 -2.582
O 5.767 -4.705 1.425
H 2.134 -3.057 3.043
O 12.004 1.513 -1.590
C -14.494 1.653 -0.957
C 0.374 -4.293 2.718
H 2.503 -4.791 2.834
H -6.842 -0.638 0.379
C 1.853 -3.973 2.514
C 6.241 3.381 0.184
H -13.859 2.571 0.910
C 6.534 -5.877 1.156
H -10.886 -1.163 -1.371
O 8.275 5.114 2.485
O 13.951 0.948 -0.129
H 6.380 3.494 -0.896
H 12.195 4.233 -2.070
H 6.198 -6.348 0.228
C -10.577 -0.894 -2.387
O -3.785 1.421 2.477
C 7.281 2.433 0.775
H 7.583 -5.582 1.054
P 2.123 1.798 -0.841
S 5.669 -4.478 3.036
O 8.477 3.202 0.888
C -5.819 -0.312 0.177
O -5.563 0.951 0.787
O 1.837 0.066 -1.116
O -9.774 -1.955 -2.902
O -7.827 -2.520 -1.442
O -3.365 1.834 0.006
O 6.313 -5.906 3.491
H 0.004 3.092 -1.309
H 10.893 2.305 -0.059
```

=====

[2]
ORCA calculation (wB97M-V/def2-TZVPD) on a molecular structure, C15H34AsN3O9P2S3ScSi2.

Properties
DFT total energy   -6886.7963 Eh
Net charge   -1
E_LUMO   2.00 eV
M   734.6 g/mol
HOMO-LUMO gap   6.670 eV
E_HOMO   -4.67 eV
ΔE to the lowest compared entry with this formula, charge and spin   10.6 kcal/mol
Spin multiplicity   1

XYZ file:
```
70
C15H34AsN3O9P2S3ScSi2 (wB97M-V/def2-TZVPD)
H 7.942 -1.732 -2.447
C 3.100 -0.292 1.328
C -2.871 -0.910 2.972
O 0.358 -1.286 -2.685
S 3.659 1.307 1.519
H -2.837 -1.248 4.011
C -3.351 -3.736 1.941
H -2.311 0.023 2.893
C 6.785 -0.381 -1.245
H -3.472 -4.091 2.968
C 4.967 -1.323 -0.005
H -6.253 -1.054 -0.787
O 2.741 -1.726 -3.077
O -0.768 1.606 -2.358
P 0.022 2.887 -2.110
C 5.720 -0.216 -0.371
H 0.028 -2.059 3.059
H -4.335 -3.500 1.539
C -2.096 3.948 -0.682
H 7.356 0.493 -1.534
P -0.256 2.637 0.995
C -0.570 -2.865 2.636
C -5.387 -1.560 -0.353
Sc -0.143 0.038 -1.157
H 1.964 2.503 1.388
H 4.693 -3.434 -0.253
H 1.048 4.713 0.028
C -4.070 1.048 0.426
H -4.878 0.546 -2.638
H -0.358 5.617 0.079
C 6.361 -2.726 -1.384
H -3.121 0.727 -2.716
H -3.850 -0.825 -3.093
S 1.538 -3.124 -0.823
H 1.391 -1.447 1.419
H 0.042 -3.402 1.908
N 3.837 -1.312 0.851
As -1.891 -1.734 -0.370
O 0.047 4.035 -3.045
H 1.821 1.579 -1.631
C 5.298 -2.577 -0.515
C 7.116 -1.624 -1.758
Si -2.179 -2.260 1.863
H -0.806 -3.557 3.448
H 0.313 5.226 -1.429
H -2.649 3.029 -0.862
O 1.890 -0.308 -1.225
O 1.528 2.508 -1.738
H -2.481 4.387 0.240
N 0.157 4.914 -0.450
C -0.622 3.619 -0.535
O -0.190 1.189 0.491
C -3.927 0.045 -2.437
H -5.591 -1.720 0.706
H -4.637 0.823 1.328
H -5.289 -2.538 -0.824
H 1.269 0.160 1.981
H 6.586 -3.706 -1.783
N 1.868 -0.618 1.761
H -3.909 -0.690 2.728
O -1.208 2.960 2.069
H 3.290 -2.160 0.725
H -2.951 -4.552 1.337
S 1.712 -1.606 -2.092
H 5.477 0.760 0.012
O 1.210 3.168 1.309
H -3.132 1.488 0.760
Si -3.854 -0.500 -0.637
H -4.630 1.804 -0.132
H -2.264 4.612 -1.533
```

=====

[3]
ORCA calculation (wB97M-V/def2-TZVPD) on 2 unconnected molecules or ions with the total composition C15H34BCl4NO6PSSi at a distorted geometry.

Properties
DFT total energy   -3992.8459 Eh
Net charge   -1
E_LUMO   2.17 eV
M   568.2 g/mol
HOMO-LUMO gap   6.203 eV
E_HOMO   -4.03 eV
Spin multiplicity   1

XYZ file:
```
64
C15H34BCl4NO6PSSi (wB97M-V/def2-TZVPD)
N -1.995 0.593 -2.153
H -2.697 2.982 0.841
H 0.523 6.181 -0.739
H -3.337 4.668 -0.984
O 3.209 -0.710 3.620
H -0.077 -2.370 6.102
H 2.021 1.521 2.978
H 0.271 -0.953 0.677
Cl -3.460 -5.055 2.191
C 2.135 -1.867 -2.866
H 1.066 5.123 0.599
H 1.217 2.698 -0.179
H -2.318 6.065 -1.376
S 0.428 -4.153 -2.920
H 1.749 3.442 -1.678
H -1.414 -1.534 -1.073
H 3.152 -1.673 -3.215
O 1.230 -1.536 3.957
H 0.018 -0.092 4.919
C 0.583 0.058 0.380
H -1.235 -3.421 -3.899
C -1.683 3.328 1.026
C 1.069 2.676 -1.269
C 0.199 5.534 0.076
Cl -2.693 -5.637 -0.531
C 1.539 0.595 2.675
H -1.677 -1.764 5.561
H 1.079 1.419 -2.956
O -0.259 3.104 -1.589
H -0.824 -3.019 4.627
H 1.917 -1.953 -0.647
C 1.446 1.346 -1.922
C -2.385 4.977 -1.418
C -3.732 -4.644 0.487
O -0.331 -3.603 -4.218
O -0.353 -4.004 -1.743
H 2.959 -0.689 -1.263
P -0.898 -0.575 -1.980
H 2.701 -3.900 -3.498
Cl -5.431 -4.946 0.078
H -1.763 4.111 1.790
H -0.759 -1.187 -3.274
Si -0.941 4.144 -0.503
H -0.207 0.795 0.545
C -0.045 -1.055 4.412
H 1.471 -1.428 -3.608
H 2.539 1.339 -1.995
C 2.021 -1.216 -1.451
H 2.395 -3.716 -1.798
Cl -3.361 -2.940 0.230
H -2.803 0.386 -1.573
C 2.045 -3.414 -2.780
H 2.424 1.201 0.726
C -0.704 -2.134 5.246
C 2.059 -0.580 3.457
B 0.829 -0.038 -1.259
H -0.661 -0.892 3.521
H -1.081 2.535 1.469
H -0.330 6.158 0.800
O 0.662 -5.538 -3.164
H -2.398 4.670 -2.465
H 0.461 0.710 2.722
H 2.559 -0.483 1.129
C 1.872 0.361 1.144
```

=====

[4]
ORCA calculation (wB97M-V/def2-TZVPD) on a molecular structure, C15H34Ca2N14O15 at a distorted geometry.

Properties
DFT total energy   -3843.0897 Eh
E_LUMO   -0.11 eV
M   730.7 g/mol
HOMO-LUMO gap   7.630 eV
E_HOMO   -7.74 eV
Spin multiplicity   1

XYZ file:
```
80
C15H34Ca2N14O15 (wB97M-V/def2-TZVPD)
C -6.648 -22.847 5.256
H -1.108 -23.259 9.079
O -2.419 -19.129 6.276
N -4.264 -20.574 11.035
O -5.036 -25.952 13.499
H 0.024 -25.209 5.844
N -6.645 -23.193 6.583
H -4.810 -21.121 10.390
N -4.591 -28.640 7.031
H -3.931 -21.790 7.127
C -0.277 -23.745 10.834
O -4.259 -23.288 8.211
H -7.526 -22.973 7.022
H -1.420 -23.597 6.000
O -7.606 -22.378 4.674
H -11.932 -23.315 8.398
N -2.389 -20.266 8.247
N 0.718 -23.380 11.685
N -5.466 -23.161 4.620
H -4.281 -19.579 10.893
O -2.734 -20.219 12.654
C -4.160 -27.560 7.770
O -3.879 -24.545 10.048
H -7.851 -28.476 9.519
C -4.164 -26.644 12.861
N -0.261 -25.697 6.672
C -9.394 -21.143 7.866
C -8.896 -22.626 9.695
H -4.672 -23.432 5.172
Ca -5.949 -24.782 11.734
H -7.159 -22.842 10.371
H -5.371 -22.978 3.639
H -4.142 -20.789 5.656
N -4.527 -26.348 7.274
C -10.604 -21.772 7.658
N -1.825 -24.009 6.819
Ca -2.508 -26.389 10.558
O -11.417 -21.377 6.635
C -3.286 -20.994 11.885
H 0.228 -26.474 7.071
H -4.857 -26.279 6.328
O -1.755 -25.626 8.394
O -3.511 -27.665 8.804
C -8.498 -21.621 8.817
N -7.992 -27.734 8.854
H -3.299 -22.931 11.097
N -2.942 -22.306 11.797
H -8.041 -25.682 7.372
O -7.037 -26.244 10.288
H -7.501 -21.212 8.923
C -10.150 -23.198 9.552
H -7.579 -24.596 8.542
H -4.196 -25.530 7.765
N -3.748 -20.969 6.561
N -0.288 -23.075 9.637
C -2.832 -20.044 6.964
O -1.046 -24.670 11.078
H -10.493 -24.027 10.159
C -10.971 -22.826 8.497
H -2.722 -21.092 8.719
C -7.606 -26.471 9.228
H -1.695 -19.697 8.688
H 0.682 -23.926 12.531
C -4.563 -23.696 9.382
N -8.005 -25.495 8.363
H -5.476 -28.412 6.606
O -2.872 -26.575 12.895
H -0.010 -22.109 9.716
H -2.337 -22.586 12.548
H -12.341 -21.522 6.858
H 1.555 -22.953 11.339
H -8.840 -27.724 8.312
O -8.060 -23.028 10.714
H -9.081 -20.352 7.195
H -5.808 -23.217 7.170
H -4.492 -29.534 7.480
O -4.547 -26.933 11.659
O -5.574 -23.195 10.012
C -1.298 -25.135 7.362
H -2.666 -23.672 7.298
```

=====

[5]
ORCA calculation (wB97M-V/def2-TZVPD) on 3 unconnected molecules or ions with the total composition C15H34ClO8P3S at a distorted geometry.

Properties
DFT total energy   -3076.3023 Eh
E_LUMO   -0.14 eV
M   502.9 g/mol
HOMO-LUMO gap   8.730 eV
E_HOMO   -8.87 eV
ΔE to the lowest compared entry with this formula, charge and spin   72.5 kcal/mol
Spin multiplicity   1

XYZ file:
```
62
C15H34ClO8P3S (wB97M-V/def2-TZVPD)
H 1.414 0.563 2.799
O 3.899 1.438 -0.166
C -0.407 -3.811 -1.593
H 6.151 -2.036 2.126
H 1.753 2.147 3.477
P -2.982 -3.170 -1.874
H 0.110 -4.771 -1.522
H 4.530 -1.774 2.757
H 1.842 5.924 0.492
H -5.432 -3.193 -3.451
O -2.203 -2.036 -2.465
C -5.853 -4.139 -3.098
H -0.330 -1.903 -0.554
H 2.813 0.395 -1.606
H -3.949 -0.689 0.419
H 3.214 -0.426 4.248
H 6.808 0.258 2.589
O 2.215 -0.068 0.641
C -1.053 5.294 -0.045
C 5.742 0.021 2.620
C -4.142 -1.129 -0.562
C -5.636 -1.100 -0.831
Cl -0.216 5.850 -3.162
C 2.762 0.543 4.470
H -5.867 -1.523 -1.811
H 0.383 -3.235 0.327
H 3.820 1.706 -2.184
H -3.624 -0.513 -1.298
C -0.914 6.779 -0.224
H -6.013 -0.076 -0.806
P 3.583 0.385 1.047
H 2.337 3.403 -1.297
H 5.928 -1.734 3.855
O -3.898 -4.534 -1.687
H 1.972 0.388 5.207
C 3.146 1.407 -1.379
H -6.179 -1.680 -0.082
P 0.334 7.098 -1.583
H -6.941 -4.053 -3.070
H 5.325 0.614 3.434
O 3.224 1.461 2.257
H -1.901 7.215 -0.418
H -5.588 -4.902 -3.831
C 5.575 -1.467 2.858
C 1.980 2.373 -1.311
C 2.206 1.189 3.214
H 1.248 -2.533 -1.050
C -5.318 -4.510 -1.730
H 1.323 2.248 -2.174
H -5.650 -5.520 -1.481
O -1.763 -4.030 -1.203
O 5.202 0.439 1.375
S 2.124 6.256 -0.802
H 1.393 2.234 -0.403
C 0.262 -2.809 -0.672
H -0.524 7.193 0.721
C -1.159 4.107 -0.067
H -0.920 3.077 -0.258
O -3.631 -2.457 -0.526
H -5.712 -3.862 -0.947
H -0.347 -3.498 -2.635
H 3.531 1.173 4.924
```

=====

[6]
ORCA calculation (wB97M-V/def2-TZVPD) on a molecular structure, C15H34CuNO2P2Si at a distorted geometry.

Properties
DFT total energy   -3409.5811 Eh
Expectation value of S²   0.790
Net charge   +1
E_LUMO (spin up / spin down)   -3.80 / -5.40 eV
M   414.0 g/mol
HOMO-LUMO gap (spin up / spin down)   6.762 / 5.126 eV
E_HOMO (spin up / spin down)   -10.56 / -10.52 eV
ΔE to the lowest compared entry with this formula, charge and spin   41.0 kcal/mol
Spin multiplicity   2

XYZ file:
```
56
C15H34CuNO2P2Si (wB97M-V/def2-TZVPD)
P 2.175 -0.650 -0.166
H -3.231 1.377 1.593
C 2.656 0.767 -1.246
C -3.349 -1.243 -0.121
C -0.727 1.723 -3.678
H 3.516 -1.528 1.612
H 2.394 0.034 3.679
H 1.315 -0.889 4.715
H -0.488 2.083 1.212
N 0.257 0.775 -1.742
H -2.498 2.465 0.379
O -0.447 -4.033 -1.659
H 2.640 -2.948 -0.696
H 3.764 -1.853 -1.571
C -0.898 0.995 -2.473
H -1.635 1.909 -4.261
Si 0.000 0.653 3.242
H -0.863 2.778 4.270
H 3.518 0.506 -1.870
H -2.485 -2.694 -4.612
H -2.909 -2.137 -0.587
H 0.435 -3.650 -1.521
H 1.499 -1.363 3.023
C 0.238 1.311 1.483
H 2.957 1.623 -0.622
H -2.171 -1.519 -3.714
C 0.533 2.147 -4.063
H -1.645 -0.728 4.502
H -3.034 0.727 -2.552
H -0.078 1.790 5.512
C 1.485 1.136 -2.124
C -1.599 -0.331 3.474
H 0.638 2.727 -4.979
H 4.533 -0.574 0.485
H 3.492 0.286 1.670
H -1.679 -1.191 2.795
H -4.047 1.618 0.028
H -3.556 -1.433 0.943
C 1.654 1.859 -3.295
H 0.903 2.703 4.353
C -0.015 2.104 4.458
C 1.430 -0.494 3.694
C -2.130 0.491 -1.985
H 2.087 -2.041 -2.176
H 1.203 1.819 1.357
H -2.502 0.280 3.348
O -1.956 -2.472 -3.831
C 2.716 -2.011 -1.271
C 3.570 -0.601 1.022
P -2.185 0.142 -0.255
H -0.740 -3.638 -2.509
H -0.098 -1.546 0.405
C -3.070 1.539 0.520
H 2.655 2.181 -3.568
Cu 0.050 -0.023 0.010
H -4.279 -0.958 -0.634
```

=====

[7]
ORCA calculation (wB97M-V/def2-TZVPD) on 3 unconnected molecules or ions with the total composition C15H34NO10S at a distorted geometry.

Properties
DFT total energy   -1797.1115 Eh
Net charge   -1
E_LUMO   2.49 eV
M   420.5 g/mol
HOMO-LUMO gap   7.718 eV
E_HOMO   -5.22 eV
Spin multiplicity   1

XYZ file:
```
61
C15H34NO10S (wB97M-V/def2-TZVPD)
H -3.186 -4.442 0.452
C -2.112 -2.655 -0.104
H -2.785 -1.722 -4.580
O -0.108 1.067 2.488
C 0.998 0.615 1.721
H -0.528 3.065 6.612
O -1.378 3.335 4.768
H 0.219 1.274 4.851
H 0.034 -3.485 -1.430
H -1.210 -0.921 -4.784
H -0.561 -0.891 3.012
O 0.954 1.504 -2.398
H -2.407 1.483 3.652
C 4.115 2.973 -3.476
O 0.601 1.553 -4.978
C -0.318 -1.554 -2.401
H -0.755 -6.380 -0.200
H -2.607 -2.367 -1.035
C -0.598 1.176 5.568
H 0.533 -1.521 -3.091
H 1.541 -0.165 2.263
H -2.172 2.383 6.433
C 2.582 3.240 -3.992
H 0.664 0.239 0.751
H 1.673 1.459 1.561
H -2.648 -2.158 0.711
C -1.969 -1.217 -4.056
H 2.593 3.485 -5.136
H -0.562 -0.539 -2.072
C -1.642 -6.253 -0.827
H 6.217 0.644 -4.263
C 5.117 2.369 -4.649
C -2.175 -4.164 0.138
H -1.460 -4.443 0.921
C -2.070 0.452 3.784
H 1.062 -2.166 -0.884
H 2.042 4.126 -3.413
C -2.188 4.473 5.016
H -3.199 4.163 5.296
N 6.391 1.679 -4.123
O -1.426 -2.119 -3.104
C 0.042 -2.419 -1.190
O 4.843 2.422 -5.971
H 4.072 2.207 -2.573
H 4.585 3.969 -3.081
H -0.176 0.736 6.478
H 6.404 1.795 -3.083
H -2.375 -0.335 -3.551
C -1.206 2.532 5.937
C -1.068 0.032 2.707
H -2.247 5.059 4.096
H -2.953 -0.189 3.695
H -1.460 -6.742 -1.787
H -1.750 5.093 5.803
O -0.775 -2.139 -0.047
O -1.881 -4.875 -1.066
O 2.724 0.282 -4.098
H -2.509 -6.716 -0.351
H -1.597 -0.139 1.762
O -1.578 0.234 5.113
S 1.635 1.596 -3.794
```